1.
Density functional theory data (wB97M-V/def2-TZVPD) for a structure of composition C23H19N3O3PdS.

**Max |F|**: 0.71 eV Å⁻¹
**Total charge**: 0
**Relative energy (zero: lowest compared OMol25 entry of this formula, charge and spin)**: 22.3 kcal per mole
**HOMO-LUMO gap**: 0.2726 Ha
**HOMO level**: -7.72 eV

Element x y z (Å)
Pd  0.19  0.20  -0.21
C  -3.52  -5.77  0.18
O  -3.29  -5.40  1.52
C  -2.58  -4.28  1.75
C  -2.33  -4.00  3.11
C  -1.60  -2.88  3.42
C  -1.13  -1.97  2.45
C  -0.41  -0.81  2.91
C  0.27  -0.83  4.27
O  -0.31  0.24  2.25
C  -1.38  -2.26  1.06
O  -0.96  -1.57  0.06
C  -2.11  -3.44  0.77
H  -4.06  -6.72  0.21
H  -2.58  -5.90  -0.36
H  -4.14  -5.03  -0.34
H  -2.71  -4.67  3.87
H  -1.41  -2.67  4.47
H  0.67  -1.81  4.52
H  -0.45  -0.55  5.04
H  1.06  -0.09  4.26
H  -2.28  -3.64  -0.28
N  7.07  1.79  -1.94
C  5.98  1.57  -1.68
C  4.61  1.29  -1.36
C  4.21  1.25  -0.02
C  2.89  0.98  0.29
C  1.96  0.74  -0.72
C  2.36  0.80  -2.06
C  3.68  1.06  -2.37
H  4.94  1.42  0.76
H  2.58  0.96  1.33
H  1.64  0.64  -2.85
H  4.00  1.10  -3.40
N  0.17  2.89  1.48
C  -0.13  3.08  0.19
N  -0.27  2.11  -0.68
C  -0.61  2.59  -1.94
C  -0.86  1.81  -3.06
C  -1.18  2.45  -4.25
C  -1.26  3.84  -4.32
C  -1.03  4.62  -3.21
C  -0.71  3.98  -2.02
S  -0.38  4.68  -0.45
H  0.10  1.95  1.87
H  0.15  3.67  2.11
H  -0.82  0.73  -2.99
H  -1.38  1.85  -5.13
H  -1.52  4.31  -5.26
H  -1.10  5.70  -3.26



2.
Density functional theory data (wB97M-V/def2-TZVPD) for a cluster of 2 separate species, C3H4O in total at a distorted geometry.

**Max |F|**: 3.84 eV Å⁻¹
**Total charge**: 0
**Relative energy (zero: lowest compared OMol25 entry of this formula, charge and spin)**: 193.0 kcal per mole
**HOMO-LUMO gap (spin up / spin down)**: 0.2344 / 0.2385 Ha
**HOMO level (spin up / spin down)**: -10.16 / -10.23 eV

Element x y z (Å)
C  -1.84  2.14  -1.12
C  -1.01  1.44  -0.63
C  1.10  -1.23  0.69
O  0.13  -0.79  -0.10
H  -2.71  2.65  -1.41
H  1.62  -1.97  0.07
H  0.90  -1.80  1.64
H  1.82  -0.44  0.86



3.
Density functional theory data (wB97M-V/def2-TZVPD) for a cluster of 2 separate species, C5H12O in total at a distorted geometry.

**Max |F|**: 4.70 eV Å⁻¹
**Total charge**: 0
**Relative energy (zero: lowest compared OMol25 entry of this formula, charge and spin)**: 153.2 kcal per mole
**HOMO-LUMO gap**: 0.2961 Ha
**HOMO level**: -9.57 eV

Element x y z (Å)
C  1.51  0.55  0.01
O  2.27  -0.21  0.89
C  0.68  -0.15  -1.07
C  -0.41  -0.90  -0.43
C  -1.31  -0.13  0.60
C  -2.38  0.74  -0.11
H  2.12  1.33  -0.45
H  0.75  1.23  0.55
H  0.51  -0.46  1.62
H  1.29  -0.80  -1.82
H  0.26  0.66  -1.89
H  -0.01  -1.71  0.14
H  -1.07  -1.38  -1.10
H  -0.58  0.51  1.30
H  -1.81  -0.99  1.22
H  -1.95  1.01  -1.12
H  -3.30  0.11  -0.28
H  -2.84  1.48  0.61



4.
Density functional theory data (wB97M-V/def2-TZVPD) for a cluster of 2 separate species, C5H9NO in total at a distorted geometry.

**Max |F|**: 5.36 eV Å⁻¹
**Total charge**: 0
**Relative energy (zero: lowest compared OMol25 entry of this formula, charge and spin)**: 115.5 kcal per mole
**HOMO-LUMO gap**: 0.3672 Ha
**HOMO level**: -9.06 eV

Element x y z (Å)
C  1.73  0.76  2.77
C  0.48  1.03  2.43
N  -0.60  1.56  2.16
H  2.55  1.30  2.42
H  1.85  0.13  3.67
H  -0.96  1.03  1.41
C  0.40  -1.54  -1.46
C  0.00  -0.74  -0.45
O  -0.80  0.26  -0.83
C  -1.38  0.16  -2.01
H  0.20  -1.29  -2.56
H  1.02  -2.47  -1.14
H  0.20  -0.53  0.52
H  -1.68  -0.95  -2.14
H  -0.77  0.59  -2.90
H  -2.24  0.71  -1.88



5.
Density functional theory data (wB97M-V/def2-TZVPD) for a cluster of 2 separate species, C6H16N2 in total at a distorted geometry.

**2S+1**: 2
**Max |F|**: 2.61 eV Å⁻¹
**⟨S²⟩**: 0.76
**Total charge**: -1
**Relative energy (zero: lowest compared OMol25 entry of this formula, charge and spin)**: 50.4 kcal per mole
**HOMO-LUMO gap (spin up / spin down)**: 0.2218 / 0.2010 Ha
**HOMO level (spin up / spin down)**: -1.92 / -1.36 eV

Element x y z (Å)
C  -2.66  -0.24  -0.43
N  -2.10  -0.61  0.86
C  -1.37  0.48  1.55
C  -0.07  0.88  0.79
N  0.78  -0.22  0.44
C  3.42  0.73  -1.31
C  3.92  0.11  0.00
C  -2.43  -1.32  -1.47
H  -3.74  -0.13  -0.29
H  -2.30  0.73  -0.80
H  -1.27  -1.19  0.69
H  -1.99  1.32  1.88
H  -0.97  0.00  2.45
H  0.39  1.79  1.23
H  -0.32  0.79  -0.32
H  3.98  1.58  -1.69
H  3.44  -0.06  -2.08
H  2.37  0.97  -1.16
H  3.21  -0.66  0.29
H  3.91  0.84  0.82
H  4.93  -0.31  -0.10
H  -1.40  -1.38  -1.83
H  -3.11  -1.18  -2.32
H  -2.68  -2.29  -1.02



6.
Density functional theory data (wB97M-V/def2-TZVPD) for a structure of composition C29H34BCrN9O3S2Se2 at a distorted geometry.

**2S+1**: 2
**Max |F|**: 1.81 eV Å⁻¹
**⟨S²⟩**: 0.76
**Total charge**: +1
**Relative energy (zero: lowest compared OMol25 entry of this formula, charge and spin)**: 8.8 kcal per mole
**HOMO-LUMO gap (spin up / spin down)**: 0.2334 / 0.2527 Ha
**HOMO level (spin up / spin down)**: -10.54 / -10.54 eV

Element x y z (Å)
Cr  0.48  -0.13  -0.45
Se  -2.40  -2.03  1.74
Se  -3.93  -0.58  0.86
C  -3.54  1.11  1.70
C  -4.46  2.14  1.51
C  -4.11  3.41  1.93
C  -2.89  3.60  2.57
C  -2.09  2.50  2.78
N  -2.40  1.27  2.36
C  -1.29  -2.64  0.26
C  -1.19  -4.03  0.22
C  -0.57  -4.66  -0.84
C  -0.17  -3.87  -1.91
C  -0.29  -2.51  -1.81
N  -0.74  -1.86  -0.71
H  -5.40  1.95  1.01
H  -4.78  4.24  1.76
H  -2.57  4.58  2.88
H  -1.14  2.59  3.29
H  -1.62  -4.60  1.03
H  -0.46  -5.73  -0.86
H  0.23  -4.31  -2.81
H  -0.03  -1.88  -2.65
N  5.58  3.21  5.38
C  4.90  3.05  4.22
C  5.56  2.60  3.06
C  4.88  2.44  1.88
C  3.51  2.70  1.84
C  2.84  3.15  2.97
C  3.52  3.33  4.15
S  2.64  2.50  0.33
O  1.38  3.22  0.45
O  3.46  2.84  -0.79
N  2.12  0.95  0.18
C  2.86  -0.14  0.37
N  4.12  -0.18  0.80
C  4.65  -1.38  0.98
C  3.95  -2.56  0.78
C  2.65  -2.44  0.33
N  2.11  -1.25  0.11
H  6.56  2.99  5.42
H  5.12  3.49  6.22
H  6.62  2.39  3.11
H  5.37  2.12  0.97
H  1.79  3.40  2.89
H  3.01  3.70  5.03
H  5.68  -1.38  1.31
H  4.39  -3.53  0.95
H  2.01  -3.30  0.16
B  2.35  -0.16  -4.59
C  1.67  -0.03  -3.23
N  1.13  -0.02  -2.20
H  1.57  -0.77  -5.28
H  3.35  -0.81  -4.44
H  2.60  0.93  -5.04
C  1.40  5.26  -2.42
C  0.28  4.38  -2.85
C  -0.53  4.64  -3.93
C  -1.62  3.79  -4.16
N  -1.85  2.74  -3.39
C  -1.04  2.47  -2.38
S  -1.43  1.16  -1.35
N  0.00  3.30  -2.10
C  -2.57  4.06  -5.27
H  1.48  6.13  -3.05
H  2.34  4.70  -2.43
H  1.25  5.56  -1.38
H  -0.35  5.49  -4.56
H  0.53  3.17  -1.23
H  -2.52  5.10  -5.59
H  -3.58  3.80  -4.96
H  -2.32  3.43  -6.13
C  0.33  -0.51  4.12
C  1.01  -0.14  2.81
O  0.11  -0.17  1.71
H  1.04  -0.43  4.93
H  -0.05  -1.54  4.07
H  -0.51  0.15  4.32
H  1.81  -0.85  2.60
H  1.47  0.85  2.90
H  -0.65  0.47  1.87



7.
Density functional theory data (wB97M-V/def2-TZVPD) for the molecule C9H13N7 at a distorted geometry.

**Max |F|**: 3.41 eV Å⁻¹
**Total charge**: 0
**Relative energy (zero: lowest compared OMol25 entry of this formula, charge and spin)**: 0.0 kcal per mole
**HOMO-LUMO gap**: 0.3340 Ha
**HOMO level**: -8.93 eV

Element x y z (Å)
C  1.11  -0.13  -2.27
C  0.41  -1.09  -1.26
N  -0.75  -0.41  -0.72
C  -0.98  -0.22  0.64
N  -0.03  -0.31  1.63
N  0.98  0.39  1.38
N  1.96  0.47  2.33
C  1.87  -0.11  3.69
C  3.22  0.98  1.85
N  -2.23  0.16  0.85
C  -2.82  0.21  -0.37
N  -4.09  0.49  -0.64
C  -4.48  0.33  -1.92
N  -3.73  0.01  -2.95
C  -2.44  -0.24  -2.67
C  -1.96  -0.14  -1.38
H  0.42  0.17  -3.05
H  1.46  0.79  -1.75
H  1.95  -0.64  -2.76
H  0.08  -2.02  -1.75
H  1.13  -1.40  -0.50
H  2.52  -1.00  3.78
H  0.84  -0.40  3.88
H  2.20  0.65  4.40
H  4.03  0.33  2.16
H  3.41  1.98  2.29
H  3.21  1.15  0.75
H  -5.53  0.55  -2.17
H  -1.75  -0.54  -3.48



8.
Density functional theory data (wB97M-V/def2-TZVPD) for a structure of composition C10H9IN4O2ReS5Sb at a distorted geometry.

**Max |F|**: 2.59 eV Å⁻¹
**Total charge**: +2
**HOMO-LUMO gap**: 0.1714 Ha
**HOMO level**: -13.74 eV

Element x y z (Å)
Re  -0.37  0.62  -2.63
N  1.18  2.94  4.69
C  0.58  2.40  3.62
C  0.03  1.11  3.72
C  -0.66  0.56  2.68
C  -0.73  1.29  1.48
C  -0.17  2.58  1.36
C  0.48  3.13  2.41
S  -1.44  0.59  0.14
O  -1.42  1.72  -0.94
O  -2.59  -0.18  0.49
N  -0.41  -0.34  -0.88
C  0.00  -1.63  -0.67
N  -0.12  -2.32  0.42
C  0.21  -3.61  0.41
C  0.66  -4.26  -0.75
C  0.90  -3.47  -1.85
N  0.59  -2.15  -1.79
H  1.18  2.41  5.55
H  1.52  3.88  4.72
H  0.13  0.53  4.61
H  -1.12  -0.42  2.75
H  -0.25  3.11  0.43
H  0.90  4.13  2.33
H  0.11  -4.14  1.36
H  0.92  -5.30  -0.80
H  1.39  -3.84  -2.76
S  -0.84  -2.46  -6.15
Sb  -0.61  -0.33  -6.21
S  1.01  -0.99  -3.08
S  -2.00  0.44  -3.92
S  -0.10  1.43  -7.31
I  1.05  2.56  -3.41